This record from the OMol25 dataset describes 2 unconnected molecules or ions with the total composition C3H6Br2O2 at a distorted geometry. The level of theory is wB97M-V/def2-TZVPD.

```
13
C3H6Br2O2 (wB97M-V/def2-TZVPD)
C -2.09535 -1.77691 0.40243
C 0.77546 1.30851 -0.27766
C 1.18242 0.25456 -1.21152
O 2.36309 1.47576 -0.79923
O 0.77799 1.37296 1.05537
Br -2.28508 0.15434 0.29412
Br 1.72407 -1.20253 0.03596
H -3.08838 -2.08233 0.89930
H -1.96319 -2.31208 -0.54799
H -1.22227 -1.98355 1.05212
H 0.05557 2.01866 -0.69197
H 2.37698 2.09518 -1.53591
H 1.39869 0.67744 1.32499
```

Summary:
molecular weight = 233.89 g mol⁻¹
energy above the lowest of the compared OMol25 structures with the same formula, charge and spin = 103.0 kcal/mol
LUMO = 0.016 hartree
max |F| = 0.0385 Eh/bohr

Results of the natural (NBO) charge analysis, in e, for atoms 1 through 6: -0.655, 0.268, -0.064, -0.661, -0.642, -0.020


This record from the OMol25 dataset describes a molecular structure, C4H7N3O at a distorted geometry. The level of theory is wB97M-V/def2-TZVPD.

```
15
C4H7N3O (wB97M-V/def2-TZVPD)
C 0.83592 -1.42136 -0.73075
C 0.76242 -0.08239 0.05619
C -0.84461 1.22225 1.14892
C -0.11640 1.55993 2.44951
H -1.34530 -0.79832 -2.94662
H -1.44216 0.24200 -1.25437
H 1.44481 -2.39710 -0.54662
H -1.17521 -0.68576 0.54478
H -1.95451 1.08206 1.40710
H 0.96031 2.02371 2.75520
H -0.73992 2.00478 3.19853
N -1.28937 -0.85074 -1.87844
N -0.07504 -1.65370 -1.62541
N -0.54185 0.38819 0.17555
O 1.72148 0.70898 0.32462
```

Summary:
molecular weight = 113.12 g mol⁻¹
energy above the lowest of the compared OMol25 structures with the same formula, charge and spin = 178.9 kcal/mol
LUMO = -0.015 hartree
max |F| = 0.1993 Eh/bohr

Results of the natural (NBO) charge analysis, in e, for atoms 1 through 6: -0.104, 0.604, -0.018, -0.418, 0.381, 0.403


This record from the OMol25 dataset describes 2 unconnected molecules or ions with the total composition C5H13NO2. The level of theory is wB97M-V/def2-TZVPD.

```
21
C5H13NO2 (wB97M-V/def2-TZVPD)
C -2.38352 -2.56793 0.50129
N -1.33567 -1.73044 0.56320
C -0.97648 -1.12037 1.82402
O -3.15370 -2.83749 1.39798
H -2.51332 -2.99192 -0.50774
H -0.90812 -1.43960 -0.30641
H -1.72091 -1.48555 2.52804
H -1.06927 -0.02793 1.78162
H 0.04821 -1.31895 2.14072
C 0.66694 0.95570 -1.62363
O -0.51528 0.14668 -1.69289
C 1.06683 1.16801 -0.18649
C 2.32809 2.01544 -0.06077
H 1.47941 0.46858 -2.17246
H 0.46268 1.93441 -2.07400
H -0.84358 0.26626 -2.57805
H 0.21467 1.64285 0.31939
H 1.19031 0.22301 0.34469
H 2.22951 2.96690 -0.58763
H 2.59144 2.22942 0.97116
H 3.14175 1.50293 -0.58204
```

Summary:
molecular weight = 119.16 g mol⁻¹
energy above the lowest of the compared OMol25 structures with the same formula, charge and spin = 23.9 kcal/mol
LUMO = 0.023 hartree
max |F| = 0.0166 Eh/bohr

Results of the natural (NBO) charge analysis, in e, for atoms 1 through 6: 0.526, -0.620, -0.435, -0.629, 0.101, 0.422


This record from the OMol25 dataset describes a single C6H12O molecule. The level of theory is wB97M-V/def2-TZVPD.

```
19
C6H12O (wB97M-V/def2-TZVPD)
C 2.17988 0.58648 -0.69696
C 1.43888 0.00914 0.50854
C 0.34509 -0.96946 0.13183
C -0.79214 -1.23385 1.07871
C -1.04753 -0.51404 -0.21824
C -1.43666 0.94479 -0.25558
O -2.84255 1.12479 -0.23910
H 2.63133 -0.20691 -1.30452
H 2.98327 1.25891 -0.37748
H 1.50145 1.15478 -1.34371
H 1.00975 0.82649 1.10170
H 2.15187 -0.50264 1.16854
H 0.70207 -1.82822 -0.43703
H -1.16033 -2.24986 1.18951
H -0.82969 -0.64127 1.99241
H -1.55191 -1.09920 -0.99122
H -1.06059 1.46747 0.63028
H -0.99026 1.43362 -1.13983
H -3.23193 0.43899 -0.79787
```

Summary:
molecular weight = 100.16 g mol⁻¹
energy above the lowest of the compared OMol25 structures with the same formula, charge and spin = 28.0 kcal/mol
LUMO = 0.038 hartree
max |F| = 0.0076 Eh/bohr

Results of the natural (NBO) charge analysis, in e, for atoms 1 through 6: -0.603, -0.397, -0.215, -0.415, -0.258, -0.059


This record from the OMol25 dataset describes a molecular structure, C42H38Br39Cl2FN3O3P at a distorted geometry. The level of theory is wB97M-V/def2-TZVPD.

```
129
C42H38Br39Cl2FN3O3P (wB97M-V/def2-TZVPD)
C -2.16275 3.50031 -0.94597
N -0.81214 3.42112 -1.51834
C -0.50891 2.10135 -2.06297
C -0.47901 1.03335 -0.95159
C -1.56525 0.11650 -0.84534
C -2.79709 0.14109 -1.76011
C -3.32804 -1.25412 -2.18018
C -4.73739 -1.10292 -2.82734
C -5.81036 -1.07849 -1.69916
N -5.97659 -2.41339 -1.13438
C -6.43943 -3.55659 -1.73924
C -6.40432 -4.60080 -0.85291
C -5.89294 -4.08753 0.41156
C -5.67962 -2.74849 0.14309
C -1.48680 -0.83329 0.21816
C -0.37742 -0.87620 1.06138
C -0.37840 -1.92145 2.15897
C -1.15219 -1.68857 3.29366
C -1.21853 -2.54881 4.39353
C -0.42468 -3.71003 4.26242
C 0.28111 -3.85835 3.07167
N 0.34391 -3.03706 2.03466
C 0.68669 -0.00024 0.91453
C 0.63557 0.98608 -0.08801
C 1.84310 1.93983 -0.12979
O 1.73035 3.13214 -0.25963
C 3.20598 1.24017 0.07572
C 3.22576 0.24676 1.06420
C 4.41813 -0.42609 1.30748
F 4.46277 -1.38333 2.23335
C 5.55065 -0.12271 0.57874
C 5.53569 0.84128 -0.41611
Cl 6.97115 1.17125 -1.35978
C 4.35287 1.56441 -0.67471
P 4.17604 2.92111 -1.96169
O 5.65489 3.75929 -2.01425
Cl 3.87494 1.91231 -3.78331
C 1.92255 -0.05645 1.79956
O 1.88541 -0.34454 2.97491
H -2.24760 4.48172 -0.44909
H -2.34524 2.74337 -0.16586
H -2.94481 3.39402 -1.72240
H -0.78735 4.10944 -2.26680
H -1.13754 1.80174 -2.91824
H 0.52692 2.14497 -2.44738
H -2.64050 0.69607 -2.69231
H -3.60130 0.63737 -1.18289
H -3.42424 -1.93599 -1.33145
H -2.69150 -1.73352 -2.93887
H -4.80877 -0.20640 -3.46571
H -4.92925 -1.99718 -3.44348
H -5.42678 -0.45768 -0.87278
H -6.77960 -0.69237 -2.04852
H -6.74954 -3.51562 -2.78089
H -6.72456 -5.61746 -1.07239
H -5.75113 -4.61243 1.34910
H -5.29125 -2.08622 0.90810
H -2.31444 -1.56155 0.39347
H -1.73018 -0.75756 3.33270
H -1.83303 -2.35166 5.27040
H -0.38100 -4.44710 5.06573
H 0.86671 -4.78537 2.97782
H 6.49647 -0.64167 0.75372
H 6.08876 3.52433 -2.85328
C 0.73836 -3.15684 -2.86517
Br 0.14649 -1.48741 -2.08507
Br -0.04080 -3.46597 -4.60126
Br 2.66724 -3.28704 -2.91307
H 0.38307 -3.95052 -2.21680
C -8.19208 -0.28895 2.65856
Br -9.58355 -0.79359 3.90066
Br -7.63622 -1.76932 1.53228
Br -8.69664 1.25566 1.61250
H -7.33193 -0.00335 3.25000
C 3.86908 6.90159 0.16079
Br 2.39640 6.51830 1.35338
Br 4.37403 5.35897 -0.89908
Br 3.50922 8.44197 -0.94533
H 4.72154 7.14973 0.78266
C 6.87270 5.73941 3.31740
Br 5.27618 6.56517 4.01333
Br 6.46347 4.19265 2.23758
Br 7.97129 7.00563 2.36144
H 7.44896 5.39282 4.16483
C -1.78160 -5.47179 -0.06371
Br -2.20917 -6.20742 -1.79811
Br -1.96091 -3.54943 -0.03769
Br -2.80030 -6.30740 1.34288
H -0.73843 -5.69408 0.12827
C 0.07977 -8.10217 -4.81699
Br 1.23540 -6.77674 -4.03030
Br 0.32504 -8.21931 -6.72619
Br 0.27533 -9.82101 -3.96231
H -0.93856 -7.77742 -4.64682
C -5.13814 5.43506 -3.72834
Br -3.23499 5.64581 -3.97105
Br -6.07611 5.42516 -5.41210
Br -5.55397 3.87660 -2.67060
H -5.48594 6.29689 -3.17464
C -1.72914 -9.82807 2.88472
Br -0.56482 -8.51364 3.69021
Br -1.45086 -9.96712 0.97972
Br -1.57652 -11.54216 3.75470
H -2.74488 -9.48584 3.03335
C -1.25648 -4.75767 8.68277
Br -0.89660 -2.93317 9.19095
Br -2.97839 -4.93709 7.83168
Br 0.15498 -5.48312 7.58721
H -1.28687 -5.34274 9.59222
C 11.59790 6.81048 0.23584
Br 11.02280 8.49701 0.96973
Br 10.96441 6.56515 -1.57102
Br 13.51008 6.59214 0.36145
H 11.14768 6.03179 0.83815
C 14.04564 8.02466 -3.32716
Br 15.65650 6.98330 -3.52851
Br 14.38572 9.70051 -2.43732
Br 13.14095 8.27848 -5.01101
H 13.37855 7.45762 -2.69105
C 1.21816 0.79168 -6.57904
Br 0.89581 0.34099 -4.73307
Br 0.21386 -0.34135 -7.77434
Br 0.89393 2.66367 -6.92387
H 2.26730 0.60953 -6.77435
C -8.84829 2.76221 6.55379
Br -8.49418 4.55003 7.18236
Br -10.55308 2.64353 5.65974
Br -7.40635 2.09705 5.45424
H -8.90183 2.12370 7.42530
```

Summary:
molecular weight = 3869.92 g mol⁻¹
LUMO = -0.035 hartree
max |F| = 0.0703 Eh/bohr

Results of the Löwdin charge analysis, in e, for atoms 1 through 6: -0.136, -0.087, -0.212, -0.192, -0.276, -0.135


This record from the OMol25 dataset describes a single C22H20N2O4 molecule. The level of theory is wB97M-V/def2-TZVPD.

```
48
C22H20N2O4 (wB97M-V/def2-TZVPD)
C 0.00162 4.24020 1.30771
H -0.13710 5.31994 1.33343
O 1.18641 4.02793 0.57864
C 1.55774 2.73117 0.31358
C 0.91846 1.60280 0.78726
C 1.34842 0.33073 0.41066
C 2.47796 0.20607 -0.37847
C 3.14387 1.33282 -0.83428
C 2.68455 2.59785 -0.51621
O 3.32000 3.69795 -0.99498
H 2.86126 4.47757 -0.65269
H 4.02226 1.24560 -1.45327
H 2.85811 -0.76694 -0.64170
C 0.55251 -0.85608 0.89207
N -0.88596 -0.71814 0.62055
C -1.70038 -1.72936 1.06413
O -2.91443 -1.65342 1.04968
C -0.98154 -2.97508 1.41822
C -1.66931 -4.02303 2.02420
C -1.10000 -5.27722 2.10270
C 0.14430 -5.50706 1.52908
C 0.84162 -4.47845 0.92738
C 0.30234 -3.19551 0.89819
N 1.04961 -2.11793 0.41951
H 1.25429 -2.14563 -0.57071
H 1.81380 -4.64951 0.49005
H 0.57574 -6.49688 1.56041
H -1.62989 -6.08492 2.58424
H -2.66057 -3.83009 2.40589
C -1.41806 0.33147 -0.15869
C -2.41407 1.14678 0.35256
C -2.91825 2.19415 -0.40052
C -2.41442 2.43079 -1.66477
C -1.43676 1.60631 -2.19946
C -0.94641 0.53531 -1.46721
O -0.02569 -0.36462 -1.92329
C 0.55951 -0.13969 -3.18227
H -0.18564 -0.16882 -3.98326
H 1.09329 0.81540 -3.20681
H 1.27151 -0.95065 -3.32901
H -1.07501 1.79987 -3.19665
H -2.78652 3.25623 -2.25306
H -3.69425 2.82506 0.00532
H -2.78980 0.94953 1.34389
H 0.64054 -0.90229 1.99517
H 0.07081 1.69633 1.44551
H 0.09001 3.86297 2.33092
H -0.85650 3.77046 0.81638
```

Summary:
molecular weight = 376.41 g mol⁻¹
energy above the lowest of the compared OMol25 structures with the same formula, charge and spin = 34.5 kcal/mol
LUMO = 0.024 hartree
max |F| = 0.0139 Eh/bohr

Results of the natural (NBO) charge analysis, in e, for atoms 1 through 6: -0.253, 0.200, -0.519, 0.222, -0.226, -0.061


- What is the LUMO in the fourth record?
  0.038 hartree